The following is a quantum chemistry calculation of an isolated molecule of HNO2S, from the Open Molecules 2025 dataset.

E_HOMO (alpha / beta): -11.5 / -11.5 eV
LUMO (alpha / beta): -1.87 / -1.87 eV
F_max: 5.724 eV/Å

Element x y z (Å)
1 H -1.39834 0.46872 0.10220
2 O -0.89043 -0.14515 -0.60030
3 N 1.66246 -0.67759 -0.94883
4 O -0.00099 0.46448 1.42898
5 S 0.62730 -0.11046 0.01795

Cartesian forces (eV/Å) of the 3 atoms listed first:
1.5 -2.1 -2.1
-0.4 1.6 1.0
-2.8 2.1 3.9



The following is a quantum chemistry calculation of a cluster of 2 separate species, C7H10N4 in total, from the Open Molecules 2025 dataset.

E_HOMO: -7.9 eV
LUMO: 0.72 eV
F_max: 7.749 eV/Å

Element x y z (Å)
1 C 1.72067 0.54930 -0.31611
2 H -2.92012 1.85255 0.33427
3 C -0.18261 -1.08077 -0.10402
4 H -1.29269 1.45162 0.12384
5 C -2.32417 -0.17311 -0.07535
6 H 0.72813 -3.15561 0.13711
7 N -2.18156 1.20349 -0.03636
8 N -1.51053 -1.19099 0.01907
9 C 2.18935 -1.73603 -0.13728
10 H 1.01150 2.94028 -0.56541
11 N -3.66355 -0.59689 0.05012
12 H -4.37465 0.19138 -0.24292
13 H 3.78415 -0.37465 0.57053
14 H 1.59992 1.75763 1.36698
15 H 2.77033 2.34587 -0.08067
16 H 3.04028 -2.45290 -0.34480
17 N 0.38469 0.12124 -0.27348
18 H -4.05741 -1.37749 -0.53511
19 C 0.86694 -2.06841 0.06301
20 C 2.60918 -0.37235 0.09634
21 C 1.80213 2.16588 -0.04977

Cartesian forces (eV/Å) of the 3 atoms listed first:
-3.9 1.9 2.1
1.0 -1.6 -0.7
5.1 2.0 0.8



The following is a quantum chemistry calculation of a cluster of 2 separate species, C3H6N2O in total, from the Open Molecules 2025 dataset.

E_HOMO: -9.2 eV
LUMO: 1.12 eV
F_max: 4.279 eV/Å

Element x y z (Å)
1 C 0.54605 0.15792 -1.34777
2 N -2.46263 1.52111 -1.26386
3 N -1.54433 1.79636 -0.73298
4 C 0.12155 0.46364 -0.13514
5 O -3.36766 1.11684 -1.83191
6 H 1.45202 0.62349 -1.88139
7 H 0.17638 -0.60466 -2.05661
8 H -1.25766 -1.11032 -0.00537
9 H -0.10297 -0.87795 1.44569
10 C -0.76924 -0.40013 0.69015
11 H 0.69477 1.25820 0.54934
12 H -1.61614 0.04904 1.31201

Cartesian forces (eV/Å) of the 3 atoms listed first:
2.3 0.1 -2.1
0.8 0.1 0.4
1.1 2.7 1.4



The following is a quantum chemistry calculation of the ion C4H8N7S with charge +1, from the Open Molecules 2025 dataset.

E_HOMO: -11.9 eV
LUMO: -5.17 eV
net charge: +1
F_max: 5.573 eV/Å

Element x y z (Å)
1 H -0.99504 -2.08816 1.51119
2 N 0.70898 -1.12872 -0.51063
3 N 0.86145 1.07663 1.48965
4 C -0.50217 -1.58570 -0.43581
5 C -0.65544 -0.93619 -3.19561
6 H -0.84978 0.14887 -3.08037
7 H -1.45449 2.91097 0.52088
8 H 2.55915 0.20439 1.95313
9 N 1.12283 2.07182 2.22617
10 N -1.23511 -2.08704 0.54663
11 C -0.61347 2.54056 1.02130
12 N -0.12087 1.31536 0.70883
13 N 0.14755 2.95609 2.05029
14 N 1.59598 -0.76930 0.31467
15 C 1.78533 0.14905 1.16271
16 S -1.28832 -2.05316 -1.99932
17 H -1.20748 -1.12510 -4.15053
18 H -2.02240 -2.50476 0.18789
19 H 0.39645 -1.09884 -3.43116
20 H 1.76683 2.00323 3.11010

Cartesian forces (eV/Å) of the 3 atoms listed first:
0.1 -0.2 0.4
-1.8 0.2 -0.8
-1.7 -0.1 -2.9



The following is a quantum chemistry calculation of an isolated molecule of C5H12O, from the Open Molecules 2025 dataset.

E_HOMO: -10.3 eV
LUMO: 0.97 eV
F_max: 0.474 eV/Å

Element x y z (Å)
1 H -1.84944 1.16897 1.27007
2 H 1.90573 0.83381 0.57575
3 H 1.75015 1.20441 -1.15084
4 C -0.34670 -0.53322 -0.24769
5 H -0.68949 1.47734 -0.92441
6 H -1.41772 -0.77476 -0.22521
7 H 1.32678 -0.98387 -1.54280
8 O -0.07992 -2.51179 -1.51936
9 H 1.43433 2.45959 0.05287
10 H 0.10919 -1.04659 0.61059
11 C -0.78992 1.44545 1.21839
12 C -0.16014 0.98085 -0.09647
13 C 1.31437 1.39161 -0.16290
14 H -0.28215 0.97843 2.07257
15 H 0.45556 -2.93989 -2.19687
16 H -0.18636 -0.62301 -2.40114
17 H -0.71556 2.53263 1.33642
18 C 0.23623 -1.13088 -1.51694

Cartesian forces (eV/Å) of the 3 atoms listed first:
0.2 0.0 0.0
-0.1 0.1 -0.1
-0.1 0.0 0.2



The following is a quantum chemistry calculation of an isolated molecule of C24H25FN4O2, from the Open Molecules 2025 dataset.

E_HOMO: -8.7 eV
LUMO: 0.35 eV
F_max: 0.768 eV/Å

Element x y z (Å)
1 H -2.20951 -2.28952 0.05052
2 H -1.89444 -1.68489 -3.08988
3 C 1.28862 1.48029 -1.19159
4 N -0.74287 0.71759 -2.26289
5 H -2.08532 1.82745 -1.11258
6 C -3.28209 -0.57178 -1.87565
7 C -1.53465 0.40420 -3.44149
8 C -1.67526 -0.74483 4.52090
9 C -1.46346 0.92544 -1.03129
10 C 2.63676 1.27068 0.79045
11 N -2.23489 -1.15330 2.25973
12 C -0.95112 -1.06093 1.94961
13 C -2.36778 -0.26405 -0.68806
14 H -2.97436 0.01099 0.18038
15 H 1.97531 5.23366 1.22550
16 H -3.86992 -1.46797 -1.66863
17 H -3.98014 0.25735 -2.00297
18 H -3.65131 -1.08512 3.73816
19 C 2.14323 -3.43653 -0.73669
20 H 3.16177 0.63612 1.48738
21 H 2.20933 -4.50408 -0.86572
22 H 3.16281 3.08841 1.77570
23 H -2.76978 1.41887 -4.89018
24 H 1.17520 5.40794 -0.34621
25 C 2.00885 4.94612 0.17682
26 C 2.63819 2.64011 0.94413
27 C 1.96868 0.67009 -0.27749
28 H -3.16275 -0.87879 -4.00463
29 C 1.30874 2.85887 -1.02888
30 H -0.96240 -1.84360 -1.15980
31 C 1.97724 3.45678 0.03085
32 C 1.53704 -2.61387 -1.67529
33 H -1.56542 2.44946 -4.11782
34 H 2.93345 5.33778 -0.24813
35 H 1.07731 -0.74763 2.57316
36 C 0.58500 0.94923 -2.40981
37 H 0.39821 -0.44397 4.99041
38 H -0.81065 0.10782 -4.20854
39 C -2.27630 1.64440 -3.94858
40 H -3.02633 1.98383 -3.23917
41 H 1.09770 -3.00926 -2.58398
42 F -2.08457 -0.59162 5.79759
43 C -2.47975 -0.76779 -3.16099
44 N 1.45606 -1.30790 -1.51903
45 O 1.15763 0.86407 -3.47923
46 H -0.74738 1.08215 -0.22338
47 C -2.59520 -1.00028 3.52610
48 C 2.65071 -2.79536 0.38500
49 H 0.79259 3.47728 -1.75019
50 O -0.55760 -1.22871 0.68190
51 C 2.00157 -0.78189 -0.42711
52 C -0.32223 -0.64231 4.21237
53 C -1.54208 -1.49714 -0.30434
54 C 0.05167 -0.80415 2.89875
55 H 3.12552 -3.34480 1.18961
56 N 2.59273 -1.48795 0.53938

Cartesian forces (eV/Å) of the 3 atoms listed first:
0.1 0.0 -0.1
0.0 -0.1 -0.1
0.5 -0.1 0.2



The following is a quantum chemistry calculation of a structure of composition C17H27FN12RuSi, from the Open Molecules 2025 dataset.

E_HOMO (alpha / beta): -10.4 / -10.2 eV
2S+1: 2
LUMO (alpha / beta): -5.33 / -5.20 eV
net charge: +1
F_max: 4.202 eV/Å

Element x y z (Å)
1 C -4.72984 0.71998 -0.60572
2 C 1.96776 1.27338 2.51988
3 C 3.17806 1.26018 0.43488
4 H 2.51096 -1.31172 -1.73942
5 N 2.05856 -4.25512 -0.38302
6 C -2.56764 -0.67112 1.18128
7 H -0.93154 -0.32942 -1.77692
8 N -1.81774 1.82038 -0.10502
9 N 0.08156 0.50758 3.16698
10 C 1.80426 -2.13302 -1.57422
11 C -3.10394 3.88778 -0.35502
12 H 2.44956 -5.20022 -0.40942
13 H -1.84674 7.02318 -0.58182
14 H -0.42524 -2.79722 0.79388
15 C -3.05974 5.25448 -0.49652
16 C 2.51266 -3.58642 0.86058
17 C -0.66784 5.26938 -0.21512
18 N 1.10486 -1.93062 -0.30722
19 H 2.88856 -1.45072 0.65698
20 H 3.61876 -3.36602 -1.47662
21 N 3.05966 1.55528 1.76058
22 H -3.97654 5.80098 -0.64992
23 N 0.64366 1.12158 4.14218
24 Ru 0.06286 0.61658 0.08818
25 C 0.57866 -4.33602 -0.40452
26 N 1.80756 1.60378 3.79938
27 C 2.03936 -2.11922 0.79898
28 N 2.75496 0.73428 -1.58732
29 C -2.03714 -0.32092 -1.89662
30 N 0.89596 0.54688 2.11088
31 H 1.07356 -2.08562 -2.38532
32 C -1.85634 5.95288 -0.45102
33 H -4.94944 1.34788 -1.46202
34 H -1.49324 -0.76922 1.40998
35 H -3.02454 -0.24382 2.06878
36 N 4.33856 1.16498 -0.20962
37 H 0.27616 5.78758 -0.14622
38 H 2.08646 -4.10932 1.71918
39 H -2.24684 0.27778 -2.77922
40 C -1.91334 3.14168 -0.16682
41 H 0.24126 -5.01292 0.38368
42 C 2.53716 -3.49112 -1.56152
43 H 3.83116 2.04198 2.19338
44 H -4.04594 3.36718 -0.38622
45 H -5.19654 -0.24342 -0.77982
46 N 2.16666 0.97858 -0.42122
47 H -5.20104 1.15778 0.26778
48 H -2.99284 -1.65952 1.02758
49 H 2.32456 -4.05962 -2.46682
50 H 3.60136 -3.64892 0.92388
51 F 0.41956 3.19218 0.18748
52 H -2.38424 -1.32922 -2.10212
53 H 0.27186 -4.75222 -1.36662
54 H 1.54686 -1.83412 1.73098
55 C -0.72034 3.90838 -0.06502
56 Si -2.87004 0.47078 -0.33762
57 H -0.73044 -2.67622 -0.94082
58 C 0.02906 -2.90522 -0.19342
59 N 4.02636 0.84298 -1.44132

Cartesian forces (eV/Å) of the 3 atoms listed first:
0.8 0.2 0.1
-0.5 0.1 0.6
0.1 -0.2 -0.5



The following is a quantum chemistry calculation of a structure of composition C36H49IN3O4SW, from the Open Molecules 2025 dataset.

E_HOMO (alpha / beta): -10.7 / -11.0 eV
2S+1: 3
LUMO (alpha / beta): -2.29 / -3.42 eV
net charge: +1
F_max: 0.549 eV/Å

Element x y z (Å)
1 H -4.99737 2.19074 -2.87889
2 H 5.16956 0.81742 0.28653
3 H -3.17901 3.79361 -2.44265
4 H 4.38327 0.34842 5.70715
5 H -4.96467 -0.05377 1.70672
6 C 1.61310 1.10369 3.09585
7 C -1.11050 -1.55362 -1.57320
8 H -0.01365 -3.67017 -0.11245
9 H 2.12178 -5.16167 1.62644
10 H -0.04975 -3.31230 1.96643
11 H 2.41630 -0.54927 2.01835
12 C 2.80985 -3.21995 0.98904
13 C -3.02909 0.49343 0.93007
14 C 3.07075 -0.55531 -1.80838
15 H 2.69744 1.24781 0.65192
16 C -1.47195 -1.13843 -0.26970
17 W 0.03723 0.48437 -0.95411
18 C 2.65353 -4.30418 2.04285
19 I 6.04161 -1.31298 -2.28355
20 H 1.24504 -4.27952 3.73189
21 H 3.63897 -2.54311 1.23239
22 C 0.99694 2.71647 -2.38555
23 H -1.51004 3.25337 -2.55442
24 H 1.04749 3.27040 5.35999
25 H -2.66481 -3.35229 -2.78968
26 S 0.72592 1.23077 -3.24623
27 C -0.73183 -3.93174 -0.88598
28 C 0.76375 -2.91070 -2.59487
29 H 2.97087 -3.60700 -0.01869
30 C 1.09406 4.89455 -0.74363
31 H -1.27380 -1.69661 0.63034
32 H 1.90374 5.95406 -2.43390
33 C -4.40993 -0.17820 0.77496
34 H -4.83961 0.52980 -2.30977
35 C 1.79111 -3.59450 3.08632
36 C -2.42543 -0.13267 2.20111
37 H -0.48286 -4.92884 -1.25376
38 H 1.00193 -3.87043 -3.05615
39 H 2.66593 -1.09724 -2.64217
40 C 1.49088 3.91204 -2.89924
41 N 3.09812 0.75621 -0.13168
42 N 2.28268 0.15091 -1.00424
43 C 0.63433 3.67832 -0.29283
44 O 1.58086 -2.48245 0.99989
45 H -3.75191 2.47652 0.35158
46 H -1.39684 -0.49954 -3.48709
47 C 2.71528 1.57390 5.20019
48 C 1.71144 1.86406 4.27452
49 H 1.80795 3.96144 -3.93098
50 H -3.24533 0.54381 -4.30148
51 C 1.53528 5.00695 -2.06233
52 C 4.40732 -0.41621 -1.42401
53 C -4.47830 1.54919 -2.16533
54 H -2.23102 2.48498 1.26839
55 O 0.84446 2.87138 4.50483
56 H -1.76296 1.52614 -4.26081
57 C 0.86226 -2.75826 2.21471
58 C -0.65992 -2.93179 -2.04107
59 H 2.78459 2.17019 6.10292
60 C -1.63213 -3.37725 -3.14170
61 N 0.60194 2.60510 -1.10484
62 C 3.61123 0.54951 4.97584
63 O 0.65012 0.63504 0.98060
64 H -4.29980 -1.24926 0.59356
65 C -2.20898 0.09462 -0.30683
66 H 1.47026 -2.73267 -1.78191
67 H -4.75724 1.88151 -1.17108
68 C 4.38105 0.43458 -0.33832
69 C -2.22124 0.52204 -1.68762
70 H -1.55765 -2.74962 -4.03119
71 H -3.75884 2.15210 2.07211
72 H 2.40520 -2.94727 3.71481
73 C -2.80555 1.47926 -3.94992
74 H -1.39864 -4.40040 -3.43829
75 C 0.58172 1.41186 2.05598
76 C -1.52553 -0.50178 -2.41877
77 C 3.52003 -0.22019 3.82147
78 C 2.52430 0.05846 2.90654
79 H -5.00550 0.24268 -0.02739
80 H -3.33448 2.29480 -4.44405
81 H 0.88072 -2.13666 -3.35797
82 C -2.46685 3.05360 -2.07303
83 H 0.26984 3.53174 0.71405
84 C -2.96868 1.64872 -2.43181
85 C -3.19580 1.99577 1.15066
86 H -1.73401 -3.97617 -0.45588
87 O -0.23021 2.29939 2.17475
88 H 3.60944 -4.64956 2.43273
89 H -2.93091 0.28644 3.07043
90 H 0.57526 -1.81135 2.67626
91 H -2.35293 3.20071 -1.00158
92 H 1.10103 5.74095 -0.07303
93 H 4.21588 -1.02972 3.64625
94 H -2.58385 -1.21202 2.22262
95 H -1.36424 0.06281 2.30999

Cartesian forces (eV/Å) of the 3 atoms listed first:
0.0 0.0 0.0
0.0 0.0 0.0
0.0 0.0 0.0